# 1
C49H46AsFN4PS5SiTi | ωB97M-V with the def2-TZVPD basis set

Calculated values
LUMO energy ... -3.0 eV
HOMO level ... -9.1 eV
Net charge ... +1

Each line ends with the Mulliken charge.
Geometry (Å):
H1 -4.232 1.624 -1.886  0.55
Ti1 0.500 -0.561 2.202  0.58
H2 -2.694 3.440 -2.787  0.55
C1 -0.420 -5.111 -5.829  -0.70
H3 -1.498 0.368 -6.557  0.71
H4 -1.428 -1.376 -12.210  0.39
C2 -1.606 -3.185 -2.125  -0.49
C3 -2.547 -4.202 -2.118  -0.41
H5 3.730 -2.522 -4.138  0.55
H6 6.072 -1.476 2.825  0.40
C4 0.881 2.306 3.316  0.23
C5 1.129 -0.694 -2.992  1.41
C6 0.644 3.327 4.222  -1.10
C7 0.660 -5.773 -6.389  -0.58
H7 4.858 0.850 1.677  0.45
H8 4.068 1.605 3.044  0.35
C8 -2.255 -1.349 3.615  -0.23
H9 -4.410 -4.918 -2.909  0.45
H10 -4.812 -2.871 -4.244  0.49
H11 -1.374 -3.236 -5.485  0.10
C9 -1.082 -1.290 -11.188  -0.44
C10 2.038 -2.786 1.996  -0.22
N1 0.199 1.067 1.284  0.96
H12 0.734 -6.850 -6.320  0.41
C11 -0.187 -1.081 -8.559  0.28
C12 3.909 -0.604 -3.192  -0.88
H13 1.348 3.500 5.025  0.45
S1 0.183 -0.556 4.542  -0.46
H14 -0.757 -3.267 -1.472  -0.31
C13 -2.979 -1.947 -3.661  -0.66
H15 -2.038 0.818 -4.300  0.80
S2 -2.344 -0.727 6.178  -0.07
H16 -1.198 -5.665 -5.318  0.47
H17 4.551 -1.075 5.375  0.43
N2 -0.081 1.671 0.088  -0.30
H18 -0.334 3.390 -1.938  0.61
H19 1.305 -2.625 -3.908  0.79
H20 4.988 -0.571 -3.262  0.44
C14 5.142 -1.964 2.525  -1.18
C15 1.643 -5.046 -7.049  -0.74
C16 -3.889 -1.353 5.656  0.11
C17 1.836 0.422 -2.539  -0.64
Si1 3.692 -0.876 3.050  0.26
C18 1.808 -5.386 0.920  -0.73
H21 -2.390 -5.062 -1.479  0.50
H22 3.131 -3.743 3.574  0.63
H23 2.482 -5.558 -7.501  0.43
H24 2.945 -5.999 2.620  0.41
F1 0.679 -1.949 0.308  0.59
H25 -0.316 1.100 -4.510  0.54
As1 0.544 -1.022 -6.741  0.32
C19 -1.017 2.558 -1.832  -1.07
C20 0.472 -2.987 -6.561  0.45
C21 -0.516 -3.727 -5.922  0.57
N3 -1.189 0.152 -1.533  1.60
C22 -1.131 2.913 2.140  -0.26
C23 2.610 -3.892 2.639  -0.31
H26 0.631 -0.109 -11.703  0.40
H27 -2.690 -2.461 -10.381  0.40
C24 0.072 -0.577 -10.904  -0.57
S3 -5.159 -1.544 6.651  -0.20
H28 1.325 1.274 -2.126  0.37
C25 3.592 -0.797 4.935  -1.23
C26 -0.473 4.136 4.096  -0.59
C27 -2.290 2.591 -2.253  -0.60
C28 -1.081 0.320 -4.481  -1.64
H29 -1.895 -2.293 -8.064  0.21
H30 -1.818 2.740 1.323  0.45
C29 1.182 -4.324 0.284  -1.16
H31 2.832 -1.476 5.324  0.34
C30 -1.791 -2.067 -2.929  1.16
C31 -1.345 -1.795 -8.855  0.11
H32 3.342 0.204 5.290  0.36
S4 -3.927 -1.742 3.951  -0.05
H33 -0.644 4.934 4.806  0.40
C32 -3.907 -2.972 -3.660  -0.72
C33 -3.161 1.482 -1.893  -0.82
C34 3.945 0.840 2.274  -1.22
H34 1.423 0.078 -9.369  0.37
H35 0.623 -4.477 -0.627  0.53
C35 -1.134 -0.388 -5.858  -1.08
C36 1.550 -3.666 -7.128  -0.79
H36 -2.254 4.533 2.960  0.41
H37 2.322 -3.099 -7.638  0.42
C37 -0.618 1.395 -1.024  -1.08
H38 -3.199 -0.554 -1.234  0.69
C38 3.217 0.454 -2.621  -0.68
H39 5.136 -2.948 2.990  0.37
C39 3.208 -1.696 -3.673  -0.93
C40 -1.367 3.923 3.055  -0.79
P1 -0.691 -0.632 -2.950  0.91
C41 -0.008 2.093 2.265  0.33
C42 -2.627 0.310 -1.541  -0.72
H40 3.747 1.320 -2.246  0.54
H41 1.747 -6.372 0.481  0.45
H42 5.172 -2.105 1.443  0.33
H43 1.769 1.694 3.407  0.16
C43 -1.521 -0.884 4.640  0.25
H44 -3.203 -1.044 -4.210  0.47
C44 1.304 -3.081 0.855  1.19
C45 -3.684 -4.117 -2.906  -0.89
C46 -1.794 -1.896 -10.162  -0.73
H45 3.117 1.131 1.624  0.27
C47 1.828 -1.750 -3.559  -0.55
H46 -1.870 -1.189 -5.871  0.27
C48 0.518 -0.474 -9.593  -0.59
N4 2.169 -1.449 2.349  0.20
C49 2.491 -5.162 2.106  -1.06
S5 -1.613 -1.615 2.021  -0.14


# 2
C49H46ClN3O3PRuSi | ωB97M-V with the def2-TZVPD basis set

Calculated values
LUMO energy (spin up / spin down) ... -0.4 / -0.5 eV
HOMO level (spin up / spin down) ... -6.8 / -6.9 eV
Spin multiplicity ... 2
Net charge ... 0

Each line ends with the Mulliken charge.
Geometry (Å):
H1 -1.332 -1.298 -1.896  0.35
H2 -1.201 -2.698 -0.883  0.49
C1 4.683 -1.637 0.046  0.27
H3 -3.775 -3.018 0.382  0.40
C2 0.002 -2.782 -2.694  -1.18
H4 -0.534 1.184 5.496  0.57
O1 -2.451 -0.956 0.449  1.30
C3 -1.720 0.722 -4.668  -0.70
H5 1.532 -2.253 -4.135  0.46
H6 6.463 -1.448 -1.131  0.40
H7 2.289 -1.674 -1.554  0.09
H8 -1.591 0.215 -6.743  0.40
H9 0.782 3.114 6.343  0.41
C4 0.699 3.884 3.030  0.81
H10 0.542 5.744 0.203  0.51
C5 3.455 -5.898 3.689  -0.45
C6 0.999 3.984 4.408  -0.84
C7 -1.068 2.824 -2.618  -0.53
H11 -1.009 1.533 -4.759  0.30
C8 -0.434 1.802 3.473  0.26
H12 4.839 -3.032 2.556  0.34
H13 -0.762 -3.368 -3.207  0.51
H14 1.541 4.854 4.755  0.43
C9 -3.042 -1.364 1.518  0.59
H15 -0.667 -1.146 2.191  1.45
H16 0.001 -2.639 0.921  0.36
C10 -3.525 -1.375 -4.469  -0.76
H17 -4.168 1.072 -1.259  0.36
C11 0.357 4.979 -3.671  -0.70
H18 3.724 -6.809 4.208  0.37
C12 1.527 -0.883 -1.489  -0.53
C13 1.033 3.933 -3.058  -0.85
C14 -0.416 -0.094 2.072  -2.86
C15 0.572 3.030 5.286  -0.95
H19 1.489 5.832 2.526  0.43
H20 0.907 5.818 -4.076  0.38
C16 -4.682 -3.034 2.307  -0.75
H21 -0.029 -1.517 -4.457  0.28
C17 0.324 2.868 -2.529  0.55
H22 -4.139 -0.751 4.722  0.43
C18 -0.629 -2.036 -1.526  -1.30
H23 6.773 0.945 -0.594  0.39
H24 -0.593 3.708 -0.527  0.64
H25 -4.092 2.631 -2.104  0.53
C19 -3.842 -2.540 1.351  -1.24
H26 1.916 -0.023 -3.419  0.69
C20 -4.803 -2.365 3.531  -0.15
C21 -2.949 -1.072 -5.696  -0.59
C22 -1.734 3.870 -3.248  -0.34
N1 0.383 -1.351 -0.672  1.57
H27 -5.270 -3.922 2.120  0.43
H28 -2.813 3.859 -3.326  0.31
C23 3.960 0.340 1.185  -0.51
C24 -0.184 3.739 0.465  -0.30
C25 5.759 -0.943 -0.482  -0.91
H29 -1.558 5.763 -4.234  0.41
H30 5.447 -5.105 3.716  0.39
Ru1 -1.141 0.652 0.276  0.30
C26 2.756 -3.534 2.351  0.67
H31 5.170 2.087 0.902  0.44
H32 0.648 0.091 2.235  0.12
H33 -2.818 0.979 4.108  0.58
C27 2.141 -5.682 3.299  -0.68
C28 -3.402 2.601 -0.007  0.20
C29 3.759 -1.008 0.882  0.28
C30 -3.104 -0.762 2.833  0.60
N2 -0.305 2.646 1.184  1.20
C31 5.933 0.401 -0.180  -0.38
C32 0.453 4.918 0.894  -1.34
H34 0.763 -4.364 2.353  0.37
Si1 2.256 -1.917 1.560  -0.37
C33 -3.200 -0.629 -3.349  -0.37
H35 1.206 -3.240 -0.193  0.87
C34 1.797 -4.513 2.642  -0.43
O2 -2.728 1.869 0.807  -0.47
C35 4.420 -4.940 3.416  -0.65
C36 -2.360 0.351 3.355  -0.08
H36 1.383 -6.425 3.511  0.41
C37 -4.045 -1.258 3.770  -1.09
C38 0.033 2.749 2.515  -1.08
P1 -1.927 1.373 -1.909  2.34
H37 3.264 0.851 1.841  0.39
H38 -3.204 -1.652 -6.573  0.39
C39 -2.047 -0.025 -5.791  -0.77
C40 0.957 4.965 2.156  -1.01
C41 4.074 -3.771 2.758  -0.35
C42 -1.027 4.948 -3.761  -0.79
H39 0.738 -3.500 -2.319  0.24
C43 -2.299 0.435 -3.437  1.11
H40 4.561 -2.687 -0.200  0.54
C44 0.859 -2.326 0.321  -1.72
C45 -0.169 1.937 4.810  -0.29
N3 -1.139 0.658 3.019  1.07
C46 0.665 -1.789 -3.658  -0.87
H41 -3.643 -0.882 -2.391  0.25
C47 -3.574 1.979 -1.404  -0.72
H42 0.847 2.073 -2.007  0.25
H43 2.113 3.955 -2.978  0.48
C48 1.099 -0.532 -2.903  0.04
H44 -4.227 -2.194 -4.383  0.45
H45 0.275 0.178 -2.853  -1.14
Cl1 -5.912 -2.960 4.732  -0.25
C49 5.034 1.042 0.657  -0.63
O3 -3.915 3.673 0.268  -0.78
H46 1.996 -0.038 -0.983  0.29


# 3
C49H48GeN2O3PS4Tc | ωB97M-V with the def2-TZVPD basis set

Calculated values
LUMO energy ... -2.3 eV
HOMO level ... -7.9 eV
Net charge ... 0

Each line ends with the Mulliken charge.
Geometry (Å):
H1 5.224 -1.723 -4.946  0.39
H2 -2.586 -2.972 2.555  0.08
H3 -2.122 -4.384 1.626  0.35
C1 4.621 1.852 0.849  -0.07
C2 -2.765 3.207 -1.558  -1.28
C3 5.200 1.287 -1.808  -0.79
C4 6.087 0.912 -0.809  -0.62
H4 -5.267 3.738 3.946  0.30
H5 -3.767 -4.359 -3.022  0.41
H6 -6.480 0.956 0.911  0.31
H7 -5.455 4.264 2.272  0.24
H8 -3.040 5.463 1.065  0.30
H9 -4.096 5.333 -0.359  0.45
C5 -2.126 -2.404 -0.763  0.50
C6 -2.750 1.326 6.305  -0.32
H10 4.401 2.064 1.888  0.35
C7 -2.567 -3.389 1.554  -1.60
H11 0.496 3.091 5.186  0.57
C8 0.717 1.643 0.018  0.66
N1 -0.392 -2.163 2.445  -0.82
H12 2.989 -3.952 -1.148  0.45
C9 -3.156 0.467 5.296  -0.67
H13 3.095 6.711 -3.045  0.42
C10 -1.600 1.041 7.031  -0.65
C11 2.213 -1.428 -1.482  0.24
H14 6.487 0.900 1.299  0.43
C12 5.798 1.193 0.518  -0.78
H15 -2.514 2.147 -1.600  0.04
O1 -3.652 2.897 0.625  -0.07
H16 5.431 1.072 -2.843  0.47
H17 -6.890 3.921 3.254  0.47
C13 -0.860 -0.094 6.744  -0.52
C14 4.018 1.934 -1.478  0.03
C15 -6.600 1.980 1.264  -1.27
Ge1 2.050 3.093 0.326  0.96
H18 -2.392 5.782 -0.553  0.14
H19 6.998 0.387 -1.067  0.40
S1 -2.390 3.522 3.239  -0.35
O2 -1.150 -0.231 -1.239  -0.33
C16 -5.865 3.613 3.045  -1.33
S2 -2.139 0.582 1.555  0.16
H20 4.616 -5.202 -2.532  0.39
C17 3.720 2.230 -0.146  0.07
C18 -2.717 3.704 -0.129  1.73
H21 -0.782 6.943 -1.247  0.41
H22 0.044 -0.305 7.303  0.38
H23 -6.364 1.557 3.349  0.40
C19 3.171 -2.142 -2.277  0.19
C20 -1.827 -1.319 -1.606  0.11
C21 -3.238 -3.501 -2.631  -0.85
C22 3.182 4.764 3.970  -0.66
C23 1.223 3.463 4.475  -0.86
S3 1.408 -0.159 2.078  -0.22
C24 3.475 -3.474 -1.988  -0.44
C25 -2.413 -0.671 5.011  -0.04
C26 2.348 6.310 -2.372  -0.66
H24 0.274 2.486 2.831  0.47
H25 -2.719 -1.323 4.203  0.16
C27 -3.086 5.164 0.019  -1.35
N2 -0.716 -1.870 1.120  0.52
H26 -4.041 0.687 4.715  0.44
H27 3.582 4.674 -1.746  0.40
H28 -2.050 3.761 -2.170  0.36
H29 -1.716 3.533 0.279  -0.92
C28 4.390 -4.169 -2.763  -0.49
H30 3.785 4.800 1.919  0.48
H31 -3.292 -2.392 -4.473  0.43
H32 -0.934 -2.830 4.694  0.35
H33 -3.042 -4.342 -0.692  0.45
Tc1 -0.038 0.091 0.290  -0.60
C29 2.029 3.579 2.206  0.05
C30 1.667 4.640 -0.768  0.53
C31 3.811 -1.520 -3.351  -0.27
S4 1.125 -1.643 4.562  -0.07
H34 -3.764 3.348 -1.973  0.39
C32 -2.272 -1.329 -2.929  -0.56
C33 5.016 -3.544 -3.833  -0.46
H35 -6.200 2.656 0.510  0.12
H36 -2.035 -0.465 -3.536  0.48
H37 2.360 4.535 5.940  0.40
H38 3.574 -0.488 -3.574  0.53
H39 -7.664 2.183 1.395  0.48
H40 5.724 -4.090 -4.443  0.39
P1 -3.207 2.263 2.027  0.19
H41 -0.297 4.922 0.071  0.49
C34 -1.259 -0.960 5.728  0.77
C35 2.265 4.276 4.893  -0.61
C36 -2.967 -2.404 -3.440  -0.54
H42 3.316 2.195 -2.262  0.55
H43 3.988 5.412 4.290  0.39
C37 0.561 -1.457 2.914  0.35
H44 -3.580 -3.473 1.172  0.50
C38 2.620 5.161 -1.640  -0.49
C39 1.403 -0.822 -0.818  0.00
C40 0.443 5.297 -0.628  -0.17
C41 -1.744 -2.502 0.664  1.28
C42 1.102 3.116 3.135  -0.35
C43 1.122 6.944 -2.239  -0.66
C44 3.064 4.415 2.634  -0.29
H45 -3.318 2.222 6.515  0.37
C45 0.170 6.440 -1.362  -1.06
H46 -0.109 -2.719 6.261  0.55
C46 -2.828 -3.483 -1.313  -0.96
C47 4.727 -2.216 -4.121  -0.64
H47 -1.277 1.710 7.818  0.43
O3 -4.558 1.574 2.488  -0.07
C48 -0.423 -2.161 5.380  -1.24
H48 0.908 7.835 -2.816  0.39
C49 -5.881 2.168 2.586  0.48


# 4
C49H49BI2N7O15 | ωB97M-V with the def2-TZVPD basis set

Calculated values
LUMO energy ... 0.7 eV
HOMO level ... -6.0 eV
Net charge ... -1

Each line ends with the Mulliken charge.
Geometry (Å):
C1 -4.694 1.909 -2.492  -0.54
C2 -1.450 3.430 1.176  0.00
H1 0.299 -4.298 1.315  0.15
O1 -4.053 5.368 -9.939  -0.61
C3 4.742 -1.032 -1.962  -0.53
H2 -1.820 -5.274 -0.045  0.18
C4 3.424 5.826 -2.859  -0.56
O2 4.694 2.326 -5.302  -0.63
H3 -4.134 3.506 -6.460  0.46
C5 -0.760 3.347 -6.840  -0.34
H4 -3.438 -3.068 -0.148  0.16
C6 0.107 -2.162 -0.751  0.48
C7 2.634 -4.535 5.981  -0.55
C8 -2.006 4.595 0.631  -0.17
H5 0.616 0.354 -1.845  0.04
H6 -2.338 -1.193 -1.859  -0.81
C9 -2.731 -0.977 -0.778  1.84
O3 -0.455 1.366 0.805  -0.45
H7 3.335 -4.437 8.009  0.46
I1 -1.264 -5.934 -3.836  -0.09
C10 -1.163 -6.521 8.873  -0.41
H8 -2.781 6.203 3.529  0.36
C11 -4.375 -0.711 -0.932  -0.43
C12 5.849 -0.435 -1.356  -0.42
H9 -0.959 2.352 3.001  0.39
C13 -1.015 -4.077 10.234  -0.52
H10 2.734 -5.617 5.923  0.42
C14 1.021 5.860 -2.585  -0.49
O4 -1.363 4.563 -2.975  -0.70
B1 -1.075 -3.108 -0.128  0.56
H11 -0.795 -5.269 12.017  0.37
O5 3.075 -0.526 8.464  -0.60
H12 0.358 4.118 -8.515  0.40
C15 5.867 1.292 -3.050  -0.23
C16 -1.284 -4.569 -0.845  -0.29
H13 0.272 1.036 -3.566  0.19
O6 3.148 0.770 -5.328  -0.59
I2 -1.139 -0.897 3.615  -0.08
O7 0.860 -3.328 -2.886  -0.70
H14 -1.359 -0.480 -4.977  0.13
H15 -1.640 4.960 -9.700  0.42
C17 2.371 -1.749 6.113  -0.69
C18 2.038 -2.430 4.941  -0.21
H16 4.394 6.298 -2.714  0.40
H17 4.310 -1.934 -1.535  0.43
H18 2.338 7.432 -1.918  0.36
C19 4.186 -0.468 -3.112  -0.45
H19 -1.239 -3.140 8.314  0.49
H20 -4.642 2.822 -3.259  0.25
N1 -0.922 2.391 0.284  0.89
C20 -0.628 3.987 -8.073  -0.66
C21 2.974 -3.864 7.158  -0.31
C22 -2.088 -4.588 -2.257  0.03
H21 3.321 -0.943 -3.570  0.51
C23 -1.096 -1.454 -4.340  -0.57
H22 2.261 -0.667 6.148  0.44
O8 -3.196 -3.932 -2.596  -0.49
H23 -2.711 -2.029 1.243  0.09
N2 -4.213 4.817 -8.839  0.97
C24 -1.383 3.254 2.565  -0.29
C25 -2.487 5.590 1.484  -0.65
H24 -0.958 -3.132 10.769  0.37
C26 -0.926 -5.281 10.936  -0.37
H25 4.250 4.094 -3.842  0.33
C27 0.299 -2.198 -2.371  -0.32
H26 -0.933 -7.433 10.814  0.36
C28 2.172 -3.818 4.876  -0.34
C29 -1.173 -4.087 8.847  -0.15
N3 4.155 1.307 -4.846  1.05
H27 -2.116 2.670 -5.306  0.51
C30 -3.023 4.296 -8.156  0.00
H28 -1.811 4.132 4.487  0.39
C31 0.048 -2.206 2.249  0.13
C32 -4.710 0.635 -1.848  -0.10
C33 4.749 0.697 -3.650  0.19
C34 6.413 0.721 -1.898  -0.51
C35 -1.759 4.463 -8.739  -0.32
C36 -1.242 -5.311 8.170  -0.06
C37 -0.565 -3.482 1.430  -0.40
C38 -2.021 3.173 -6.267  -0.30
H29 -1.227 0.604 -2.511  -0.08
H30 6.275 -0.874 -0.455  0.38
C39 -3.159 3.647 -6.922  -0.48
O9 3.667 -2.426 9.387  -0.61
H31 -4.922 -0.694 0.113  0.35
C40 2.845 -2.470 7.218  0.00
H32 -4.797 -1.675 -1.496  0.25
C41 -0.135 0.261 -2.755  -0.21
H33 0.125 2.983 -6.322  0.50
C42 0.945 4.608 -3.212  -0.22
H34 -2.917 6.500 1.071  0.38
H35 1.916 -4.344 3.958  0.39
H36 2.059 3.000 -4.164  0.25
H37 -2.043 -1.961 -3.878  0.18
C43 -2.530 -2.336 0.107  -0.76
O10 -1.418 -4.238 6.120  -0.55
N4 0.001 -1.107 -3.367  0.41
C44 -1.002 -6.499 10.260  -0.40
O11 1.364 -1.858 2.195  -0.66
H38 -0.641 -2.228 -5.128  0.23
C45 -2.412 5.422 2.868  -0.38
C46 -1.865 4.257 3.408  -0.59
O12 -5.309 4.679 -8.276  -0.59
H39 -2.068 4.743 -0.445  0.51
H40 0.129 6.370 -2.229  0.46
H41 0.013 -1.060 -0.302  -0.11
H42 -1.220 -7.479 8.361  0.43
O13 -0.969 2.598 -0.937  -0.44
H43 7.277 1.179 -1.421  0.36
H44 -1.469 -3.937 2.055  0.23
N5 3.221 -1.757 8.444  1.00
H45 1.133 -2.573 -0.296  0.02
C47 3.345 4.584 -3.492  -0.35
H46 1.675 -1.879 4.076  0.65
C48 2.104 3.969 -3.671  0.21
N6 -1.385 -5.328 6.709  1.07
H47 -2.171 -0.025 -0.352  -0.53
N7 -0.360 3.956 -3.377  1.31
C49 2.267 6.464 -2.409  -0.53
H48 6.318 2.193 -3.460  0.42
O14 -0.382 2.836 -3.906  -0.42
H49 -0.202 -5.041 -1.019  0.29
O15 -1.461 -6.431 6.148  -0.60


Going through the records in order, we get electronic energy values of -7920.53963 -3470.68368 -6323.03969 -4027.89092 hartree.